[1]
Formula: C9H11IN6OS
Source: the OMol25 dataset
Level of theory: wB97M-V/def2-TZVPD

The geometry in ORCA input format:
```
! wB97M-V def2-TZVPD RIJCOSX def2/J DEFGRID3
* xyz 0 1
C -0.042 -3.685 -2.526
C 1.291 -4.069 -1.891
O 2.123 -4.618 -2.583
N 1.513 -3.836 -0.539
I 3.263 -4.381 0.358
C 0.480 -3.199 0.307
C 0.450 -1.648 0.100
S -0.664 -0.966 1.405
C -0.560 0.794 1.184
N -0.803 1.546 2.260
C -0.847 2.835 2.023
N -1.320 3.556 3.095
C -0.554 3.459 0.837
N -0.429 4.734 0.312
C -0.118 4.550 -1.066
N -0.029 3.265 -1.341
C -0.283 2.589 -0.197
N -0.290 1.276 -0.043
H -0.086 -2.589 -2.531
H -0.022 -4.066 -3.530
H -0.909 -4.083 -2.066
H 0.758 -3.499 1.326
H -0.520 -3.562 0.099
H 0.022 -1.316 -0.863
H 1.482 -1.229 0.186
H -1.898 4.329 2.814
H -1.673 2.899 3.819
H -0.352 5.584 0.840
H 0.016 5.328 -1.788
*
```

For the energy relative to the best compared isomer or geometry (same formula, charge and spin), the calculation gives 18.3 kJ/mol. The value obtained for the HOMO energy is -8.4 eV.

---

[2]
Formula: C40H56CdGeN6OS2
Source: the OMol25 dataset
Level of theory: wB97M-V/def2-TZVPD

The geometry in ORCA input format:
```
! wB97M-V def2-TZVPD RIJCOSX def2/J DEFGRID3
* xyz -2 1
Cd 0.330 -1.491 0.606
C 3.919 -1.307 1.819
N 2.687 -1.519 2.555
C 2.752 -0.926 3.872
C 2.387 -2.949 2.612
C 1.002 -3.250 3.138
C 0.844 -4.012 4.293
C -0.426 -4.391 4.719
C -1.529 -4.006 3.968
C -1.355 -3.208 2.838
C -0.097 -2.791 2.395
H 4.770 -1.842 2.283
H 4.157 -0.242 1.794
H 3.788 -1.662 0.793
H 3.649 -1.252 4.436
H 1.869 -1.212 4.447
H 2.779 0.164 3.787
H 3.156 -3.482 3.206
H 2.434 -3.311 1.579
H 1.717 -4.329 4.859
H -0.548 -4.989 5.617
H -2.523 -4.325 4.270
H -2.236 -2.907 2.274
O -2.175 -1.789 -0.265
S -2.528 -1.423 -1.670
C -2.896 -3.044 -2.474
C -4.386 -3.129 -2.767
C -5.085 -2.379 -1.635
C -4.357 -1.051 -1.554
H -2.571 -3.754 -1.713
H -2.271 -3.160 -3.358
H -4.724 -4.165 -2.847
H -4.606 -2.625 -3.714
H -4.955 -2.924 -0.696
H -6.157 -2.273 -1.824
H -4.508 -0.503 -0.627
H -4.596 -0.402 -2.403
C -0.217 -1.678 -4.065
N 0.068 -2.339 -2.807
C 1.348 -1.923 -2.105
S 1.713 -3.387 -1.045
N 2.383 -1.789 -3.188
C 3.766 -1.751 -2.730
H -1.229 -1.936 -4.405
H 0.491 -1.921 -4.866
H -0.203 -0.594 -3.893
H 0.179 -3.340 -2.930
H 2.210 -0.894 -3.632
H 3.974 -2.663 -2.177
H 3.980 -0.892 -2.076
H 4.422 -1.693 -3.607
C -4.033 1.540 3.151
N -2.653 1.526 2.708
C -2.510 1.260 1.286
C -1.666 1.007 3.524
N -0.685 0.360 3.044
N -1.850 1.317 4.903
C -1.774 2.737 5.207
C -1.063 0.512 5.811
H -4.569 0.648 2.796
H -4.542 2.419 2.744
H -4.087 1.565 4.235
H -3.128 1.967 0.729
H -2.794 0.234 1.045
H -1.472 1.377 0.990
H 0.026 0.123 3.726
H -2.340 3.304 4.471
H -0.736 3.103 5.196
H -2.192 2.923 6.200
H -1.145 -0.540 5.537
H -1.452 0.644 6.822
H 0.003 0.788 5.821
C 1.269 -0.691 -1.211
Ge 0.953 1.023 -1.937
C 2.238 1.514 -3.464
C 1.986 1.291 -4.822
C 2.932 1.553 -5.808
C 4.189 2.026 -5.459
C 4.481 2.229 -4.117
C 3.520 1.978 -3.144
C -0.678 2.183 -2.500
C -1.400 2.843 -1.501
C -2.586 3.518 -1.763
C -3.106 3.540 -3.052
C -2.421 2.879 -4.063
C -1.236 2.206 -3.781
C 1.667 2.332 -0.586
C 1.655 3.712 -0.801
C 2.368 4.584 0.014
C 3.122 4.088 1.070
C 3.144 2.718 1.306
C 2.422 1.857 0.486
H 1.027 0.894 -5.136
H 2.689 1.393 -6.854
H 4.933 2.222 -6.224
H 5.459 2.595 -3.824
H 3.775 2.152 -2.105
H -1.004 2.852 -0.490
H -3.106 4.039 -0.965
H -4.028 4.069 -3.266
H -2.805 2.897 -5.078
H -0.723 1.711 -4.599
H 1.085 4.113 -1.634
H 2.357 5.651 -0.188
H 3.690 4.763 1.703
H 3.750 2.325 2.116
H 2.441 0.782 0.643
*
```

For the energy relative to the best compared isomer or geometry (same formula, charge and spin), the calculation gives 112.0 kJ/mol. The value obtained for the HOMO energy is 0.1 eV.

---

[3]
Formula: C26H49NO21
Source: the OMol25 dataset
Level of theory: wB97M-V/def2-TZVPD

The geometry in ORCA input format:
```
! wB97M-V def2-TZVPD RIJCOSX def2/J DEFGRID3
* xyz 0 1
C 0.874 3.189 -0.957
C 1.223 3.833 0.422
C 1.482 2.674 1.497
O 2.953 2.629 1.627
C 3.417 3.527 0.785
O 4.607 3.734 0.472
O 2.536 4.352 0.243
H -0.090 2.818 -0.984
H 1.587 2.476 -1.274
H 0.995 3.960 -1.670
H 0.513 4.573 0.820
H 1.012 1.808 1.082
H 1.127 2.866 2.525
C -1.839 2.437 -3.535
O -1.610 2.569 -4.931
C -2.291 3.470 -5.485
O -3.373 4.163 -4.770
O -1.932 3.717 -6.722
C -2.721 4.642 -7.459
H -1.516 3.446 -2.982
H -1.270 1.708 -3.077
H -2.885 2.479 -3.269
H -2.377 4.681 -8.543
H -2.705 5.654 -7.073
H -3.778 4.337 -7.304
C 5.540 0.541 2.407
O 5.615 0.325 3.806
C 4.620 0.848 4.450
O 3.419 1.342 3.945
O 4.833 0.910 5.733
C 3.825 1.229 6.614
H 4.591 0.168 1.996
H 6.482 0.246 1.922
H 5.564 1.623 2.200
H 3.536 2.240 6.230
H 4.145 1.376 7.654
H 2.903 0.646 6.564
C 0.322 -0.042 -5.272
O 0.344 0.293 -3.818
C 0.573 -0.698 -2.957
O 0.448 -2.104 -3.253
O 0.861 -0.267 -1.775
C 0.985 -1.120 -0.577
H -0.459 -0.779 -5.554
H 1.232 -0.309 -5.718
H -0.007 0.867 -5.803
H 1.206 -0.553 0.324
H 1.739 -1.797 -0.820
H 0.064 -1.622 -0.338
C -4.006 -6.290 0.502
O -3.810 -5.142 1.273
C -2.659 -4.599 1.473
O -1.487 -5.023 0.772
O -2.641 -3.677 2.395
C -1.465 -3.124 2.624
H -3.197 -6.901 0.107
H -4.697 -5.975 -0.252
H -4.646 -6.851 1.247
H -1.673 -2.278 3.205
H -0.884 -2.780 1.708
H -0.723 -3.672 3.169
C -2.900 1.921 0.137
O -2.265 1.928 1.362
C -1.467 1.032 1.751
O -1.031 -0.080 0.954
O -0.993 1.220 3.135
C -0.238 0.118 3.720
H -3.847 2.167 0.454
H -2.880 0.942 -0.340
H -2.579 2.736 -0.573
H 0.186 -0.728 3.106
H -0.532 -0.113 4.779
H 0.665 0.682 3.938
C -2.740 -2.077 -0.791
O -2.497 -1.723 -2.157
C -3.311 -1.129 -2.886
O -4.619 -0.816 -2.447
O -2.839 -0.744 -4.114
C -3.740 -0.073 -4.988
H -3.440 -2.955 -0.626
H -3.108 -1.243 -0.217
H -1.709 -2.277 -0.448
H -4.168 0.864 -4.571
H -4.515 -0.688 -5.374
H -3.124 0.282 -5.892
C 2.533 -3.184 1.734
C 3.342 -2.173 2.598
C 3.171 -2.433 4.100
C 1.824 -2.451 4.668
N 0.774 -2.459 5.108
H 3.020 -4.172 1.667
H 2.274 -2.917 0.737
H 1.632 -3.479 2.224
H 2.933 -1.204 2.375
H 4.305 -2.129 2.298
H 3.872 -1.884 4.781
H 3.570 -3.511 4.173
*
```

For the energy relative to the best compared isomer or geometry (same formula, charge and spin), the calculation gives 299.9 kJ/mol. The value obtained for the HOMO energy is -9.7 eV.